No. 1
{
  "formula": "C5H13N2",
  "method": "ωB97M-V/def2-TZVPD",
  "species": ["C", "C", "C", "C", "C", "N", "N", "H", "H", "H", "H", "H", "H", "H", "H", "H", "H", "H", "H", "H"],
  "coordinates": [[-0.060, -0.270, 0.613], [0.594, -1.402, -0.089], [0.071, 1.385, 0.423], [0.136, -1.799, -1.408], [-0.507, 1.670, -0.906], [1.554, -2.093, 0.537], [-0.850, 1.883, 1.506], [-1.073, -0.256, 0.419], [0.258, -0.428, 1.672], [-0.009, -2.918, -1.417], [0.981, -1.642, -2.169], [-0.563, -1.071, -1.696], [-0.616, 2.870, -0.963], [-1.340, 1.208, -1.265], [0.187, 1.414, -1.669], [1.977, -2.910, 0.052], [2.077, -1.582, 1.284], [-1.728, 1.508, 1.298], [-0.554, 2.891, 1.333], [-0.534, 1.541, 2.443]],
  "forces_ev_per_a": [[3.3, 0.5, 1.9], [1.0, 0.8, 1.3], [2.6, -2.6, -0.3], [2.6, -1.4, -1.1], [1.9, 4.9, 0.6], [-0.1, 1.2, -0.8], [3.3, 0.7, 0.2], [-2.5, -1.2, -0.1], [-0.9, 0.2, -0.5], [-0.8, 1.3, -0.4], [-0.7, -0.2, 1.1], [-1.8, -0.1, -0.7], [0.0, -2.6, -0.3], [-3.4, -1.3, -0.4], [1.2, 0.1, -0.6], [-0.2, 1.0, 0.7], [-0.7, -1.1, -0.7], [-2.8, 0.4, 0.1], [-1.6, -1.2, 0.9], [-0.3, 0.7, -1.0]],
  "lowdin_charge": [-0.1180, -0.2788, -0.3495, 0.0044, -0.1610, 0.2052, 0.1197, 0.0852, 0.1177, 0.1355, 0.1470, 0.0624, 0.1385, 0.0305, 0.0662, 0.1602, 0.1652, 0.1106, 0.1891, 0.1700],
  "total_energy_ev": -8365.2378,
  "charge": 1,
  "e_above_lowest_kcal_mol": 128.5,
  "spin_multiplicity": 1,
  "gap_ev": 6.43,
  "fmax_ev_per_a": 5.3
}



No. 2
{
  "formula": "C4H8Si2",
  "method": "ωB97M-V/def2-TZVPD",
  "species": ["C", "C", "C", "Si", "C", "H", "H", "H", "H", "Si", "H", "H", "H", "H"],
  "coordinates": [[2.066, 0.959, 0.604], [2.805, 1.005, -0.673], [2.365, 0.009, -1.470], [1.574, -1.372, -0.421], [1.323, -0.059, 0.965], [2.186, 1.710, 1.450], [3.373, 1.863, -1.044], [2.506, -0.117, -2.564], [0.817, -0.123, 2.034], [-2.551, -1.289, 0.365], [-1.683, -1.839, -0.706], [-3.705, -0.647, -0.230], [-1.714, -0.311, 1.026], [-2.777, -2.381, 1.336]],
  "forces_ev_per_a": [[1.4, 2.6, 3.4], [-1.4, -0.3, -1.6], [0.1, -0.3, -0.9], [-0.2, 0.0, 0.4], [-2.0, -2.0, 1.3], [0.3, -0.3, -1.5], [0.0, -0.3, 0.5], [0.5, 0.4, 0.9], [1.2, 0.2, -2.5], [0.9, -0.6, -0.1], [-0.2, 0.0, -0.1], [-0.6, 0.1, -0.1], [0.2, 0.5, 0.3], [-0.4, 0.1, -0.1]],
  "lowdin_charge": [-0.2792, -0.1861, -0.3072, 0.7691, -0.3438, 0.1095, 0.0963, 0.0442, 0.0869, 0.5684, -0.1457, -0.1374, -0.1521, -0.1230],
  "total_energy_ev": -20028.3120,
  "charge": 0,
  "smiles": "C1=CC=[Si]=C1.[SiH4]",
  "e_above_lowest_kcal_mol": 48.5,
  "spin_multiplicity": 1,
  "gap_ev": 7.14,
  "fmax_ev_per_a": 4.5
}



No. 3
{
  "formula": "C2H11NO4",
  "method": "ωB97M-V/def2-TZVPD",
  "species": ["C", "C", "N", "O", "H", "H", "H", "H", "H", "O", "H", "H", "O", "H", "H", "O", "H", "H"],
  "coordinates": [[-0.802, 0.971, -1.880], [0.131, -0.090, -1.312], [1.201, 0.360, -0.625], [-0.061, -1.292, -1.379], [-1.340, 0.650, -2.765], [-0.083, 1.711, -2.241], [-1.459, 1.333, -1.107], [1.317, 1.237, -0.158], [1.943, -0.260, -0.334], [1.544, -0.914, 1.959], [0.768, -1.459, 1.804], [1.826, -0.872, 2.854], [-0.627, -3.757, 1.230], [0.184, -4.150, 0.912], [-0.793, -3.157, 0.460], [-1.371, 3.065, 0.528], [-0.868, 2.678, 1.244], [-1.510, 3.948, 0.810]],
  "forces_ev_per_a": [[1.6, -0.2, -0.5], [-0.9, -0.5, 0.6], [1.6, 0.5, 0.3], [-0.2, -0.4, -0.6], [-0.2, -0.5, 0.2], [-0.6, 0.6, 0.3], [-0.1, 0.4, 0.1], [-0.6, 0.6, -0.5], [-0.7, -0.5, 0.0], [0.2, 0.5, -1.7], [0.0, -0.2, 0.6], [-0.2, -0.4, 1.1], [-0.1, 1.2, -1.2], [0.5, -0.5, 0.2], [-0.2, -0.4, 0.9], [0.2, -1.1, -0.4], [0.1, -0.3, 0.2], [-0.3, 1.4, 0.3]],
  "lowdin_charge": [-0.0028, -0.5886, 0.1423, 0.0193, 0.0800, 0.0794, 0.0553, 0.0951, 0.0946, -0.0441, 0.0270, 0.0211, -0.0720, 0.0274, 0.0417, -0.0327, 0.0379, 0.0192],
  "total_energy_ev": -11932.8103,
  "charge": 0,
  "smiles": "CC(N)=O.O.O.O",
  "e_above_lowest_kcal_mol": 21.8,
  "spin_multiplicity": 1,
  "gap_ev": 9.98,
  "fmax_ev_per_a": 1.7
}



No. 4
{
  "formula": "C8H12NO3P",
  "method": "ωB97M-V/def2-TZVPD",
  "species": ["C", "C", "C", "C", "C", "C", "C", "C", "N", "O", "O", "O", "P", "H", "H", "H", "H", "H", "H", "H", "H", "H", "H", "H", "H"],
  "coordinates": [[-0.629, -0.969, 1.264], [0.391, -2.845, 2.946], [-0.325, -2.169, 2.064], [-0.813, 0.026, -2.715], [1.838, 1.831, -0.671], [-1.079, -0.165, -1.217], [1.435, 0.434, -0.318], [-0.042, 0.295, -0.182], [-1.287, -2.205, 1.020], [0.095, 2.317, 1.671], [-2.097, 2.220, 0.497], [-1.370, 0.158, 1.797], [-0.885, 1.475, 0.951], [0.807, -2.158, 3.709], [0.261, -3.935, 3.038], [-0.044, -0.493, -3.158], [-0.487, 1.065, -3.081], [-1.830, -0.192, -3.189], [1.336, 2.256, -1.542], [2.966, 1.761, -0.765], [1.668, 2.395, 0.285], [-1.962, 0.421, -0.965], [-1.355, -1.264, -1.065], [1.710, -0.351, -1.146], [1.699, 0.090, 0.771]],
  "forces_ev_per_a": [[-0.7, 1.1, -0.9], [0.6, -0.3, 1.5], [-2.1, 1.7, -4.5], [-2.4, 2.7, -0.2], [2.4, 0.1, 1.6], [0.8, -0.6, -0.3], [-0.8, -2.9, -0.1], [-2.6, -2.0, 2.0], [2.2, 0.8, 1.7], [1.4, 0.5, 1.1], [-0.5, -0.2, -0.8], [-0.4, -0.6, 0.9], [-0.4, -0.6, 0.2], [0.3, -1.1, -0.2], [0.1, 0.6, 0.4], [1.6, -2.2, -0.7], [-0.9, -0.7, 1.0], [1.5, 0.1, 0.0], [0.1, 0.0, 0.1], [-0.9, 0.6, -0.5], [-0.2, 0.0, -1.2], [-0.3, -0.2, -0.2], [0.5, 1.1, -0.1], [0.3, 1.1, 1.6], [0.7, 0.8, -2.3]],
  "lowdin_charge": [-0.3812, -0.1161, -0.4019, -0.1407, -0.1589, -0.2700, -0.3061, -0.3237, 0.0656, -0.3837, -0.3965, -0.2149, 0.2607, 0.0108, -0.0046, 0.0029, 0.0740, 0.0745, 0.0626, 0.0622, 0.0552, 0.0737, 0.0941, 0.1227, 0.1394],
  "total_energy_ev": -25409.1810,
  "charge": -2,
  "spin_multiplicity": 1,
  "gap_ev": 5.70,
  "fmax_ev_per_a": 5.3
}



No. 5
{
  "formula": "C42H50N10",
  "method": "ωB97M-V/def2-TZVPD",
  "species": ["N", "C", "C", "C", "C", "H", "H", "H", "H", "H", "N", "C", "C", "C", "C", "H", "H", "H", "H", "H", "N", "C", "C", "C", "C", "H", "H", "H", "H", "H", "N", "C", "C", "C", "C", "H", "H", "H", "H", "H", "N", "C", "C", "C", "C", "H", "H", "H", "H", "H", "N", "C", "C", "C", "C", "H", "H", "H", "H", "H", "N", "C", "C", "C", "C", "H", "H", "H", "H", "H", "N", "C", "C", "C", "C", "H", "H", "H", "H", "H", "N", "C", "C", "C", "C", "C", "H", "H", "H", "H", "H", "N", "C", "C", "C", "C", "C", "H", "H", "H", "H", "H"],
  "coordinates": [[-1.879, -10.510, 1.600], [-2.605, -9.850, 2.551], [-3.686, -10.658, 2.948], [-3.659, -11.688, 1.982], [-2.417, -11.723, 1.414], [-1.025, -10.150, 1.199], [-2.456, -8.835, 2.887], [-4.446, -10.590, 3.712], [-4.499, -12.366, 1.942], [-1.996, -12.394, 0.680], [-1.303, -8.151, -6.848], [-0.146, -7.835, -6.214], [0.862, -8.156, -7.081], [0.271, -8.474, -8.318], [-1.041, -8.391, -8.116], [-2.261, -8.083, -6.537], [-0.104, -7.609, -5.159], [1.910, -8.121, -6.824], [0.831, -8.770, -9.192], [-1.899, -8.688, -8.700], [-3.768, -12.390, -7.916], [-5.044, -12.345, -7.536], [-5.384, -11.045, -7.139], [-4.197, -10.288, -7.241], [-3.184, -11.150, -7.699], [-3.188, -13.189, -8.128], [-5.640, -13.245, -7.581], [-6.332, -10.579, -6.914], [-4.150, -9.215, -7.128], [-2.118, -10.981, -7.746], [-2.904, -15.523, -1.992], [-3.072, -15.633, -3.360], [-3.691, -14.500, -3.827], [-4.058, -13.781, -2.688], [-3.511, -14.403, -1.568], [-2.454, -16.197, -1.389], [-2.764, -16.506, -3.916], [-4.038, -14.320, -4.834], [-4.727, -12.942, -2.816], [-3.530, -14.184, -0.510], [1.681, -16.112, -0.736], [0.528, -15.372, -0.509], [0.744, -14.699, 0.685], [2.057, -14.934, 1.063], [2.560, -15.942, 0.298], [1.697, -16.694, -1.561], [-0.305, -15.379, -1.197], [0.134, -14.013, 1.255], [2.622, -14.378, 1.797], [3.553, -16.365, 0.340], [4.386, -14.094, -1.320], [4.092, -13.036, -2.117], [4.426, -13.212, -3.425], [5.001, -14.500, -3.444], [5.049, -15.044, -2.109], [4.091, -14.158, -0.356], [3.522, -12.235, -1.671], [4.434, -12.462, -4.202], [5.498, -14.897, -4.316], [5.353, -15.989, -1.684], [2.786, -12.136, -6.543], [2.894, -11.035, -7.424], [3.864, -11.433, -8.373], [4.584, -12.557, -7.793], [3.893, -12.956, -6.709], [2.090, -12.265, -5.822], [2.108, -10.312, -7.263], [4.052, -10.964, -9.328], [5.531, -12.965, -8.115], [4.083, -13.795, -6.055], [4.538, -9.826, -4.827], [3.617, -9.528, -3.837], [4.206, -8.700, -2.879], [5.569, -8.702, -3.066], [5.774, -9.405, -4.280], [4.486, -10.519, -5.560], [2.613, -9.925, -3.846], [3.798, -8.121, -2.064], [6.273, -8.215, -2.408], [6.697, -9.683, -4.767], [0.907, -12.057, -4.441], [0.663, -12.512, -3.190], [-0.622, -12.357, -2.543], [-1.589, -11.765, -3.313], [-1.301, -11.214, -4.610], [-0.026, -11.373, -5.041], [1.459, -12.970, -2.621], [-0.900, -12.789, -1.593], [-2.610, -11.727, -2.964], [-2.009, -10.687, -5.232], [0.163, -10.960, -6.021], [-3.504, -7.828, -3.901], [-3.540, -6.768, -2.994], [-3.947, -6.808, -1.657], [-4.222, -8.049, -1.112], [-4.153, -9.170, -1.981], [-3.869, -8.999, -3.319], [-3.264, -5.831, -3.454], [-3.718, -6.088, -0.886], [-4.642, -8.067, -0.117], [-4.367, -10.153, -1.590], [-3.729, -9.829, -3.996]],
  "forces_ev_per_a": [[0.9, 1.4, 1.4], [-1.3, 0.2, 1.6], [1.1, 1.0, -2.1], [-0.5, -1.9, 2.0], [-1.1, -0.6, -2.4], [-0.3, -0.2, 0.0], [0.6, -0.1, -0.2], [0.1, 0.7, -0.2], [0.5, -0.6, -0.3], [-0.1, 0.1, 0.0], [-1.1, 1.5, 1.4], [0.3, -1.0, 1.3], [0.8, 0.9, 0.6], [2.4, -0.3, -0.7], [-2.6, -1.7, -2.1], [0.3, 0.3, 0.8], [-0.2, 0.1, -0.1], [0.0, 0.1, -0.1], [-0.3, 0.1, -0.1], [0.3, 0.1, -0.5], [2.4, 1.2, 0.5], [-2.4, 0.3, 0.5], [0.7, -0.7, -0.7], [1.0, -0.9, -0.9], [-1.1, 0.8, 0.5], [-0.5, 0.0, 0.1], [-0.1, 0.1, 0.0], [-0.1, -0.6, 0.2], [0.2, -0.1, 0.3], [-0.1, -0.1, -0.4], [0.2, -1.1, -1.1], [0.8, -0.3, -0.3], [-0.4, -1.5, 0.3], [-0.1, 0.7, 0.7], [-1.1, 1.3, -0.1], [-0.2, 0.1, -0.3], [0.3, 0.0, 0.2], [0.2, 0.0, 0.0], [0.3, 0.3, 0.8], [-0.1, 0.2, -0.1], [-1.6, -0.3, -0.4], [0.8, 0.0, 1.1], [-0.9, 1.0, -1.0], [0.9, -0.6, 1.3], [0.7, 0.5, -1.1], [0.7, -0.1, 0.4], [0.1, -0.1, 0.1], [-0.4, 0.0, -0.5], [-0.2, -0.4, 0.4], [-0.2, -0.2, -0.3], [1.1, -0.4, -1.6], [-1.5, 1.4, 1.2], [0.6, -0.7, 0.9], [1.2, -1.3, 1.5], [-1.4, 1.6, -1.6], [0.1, -0.2, -0.3], [0.2, 0.3, -0.1], [-0.3, -0.3, 0.1], [0.0, -0.4, 0.1], [0.1, 0.1, -0.3], [2.3, 0.8, -0.7], [-0.3, -3.4, -0.5], [0.0, 0.9, 1.7], [-0.2, 1.0, -1.4], [-1.5, -0.2, 0.7], [-0.1, 0.3, 0.7], [0.2, 0.3, -0.9], [0.3, 0.3, 0.3], [-0.2, -0.1, -0.3], [-0.2, 0.1, 0.0], [1.9, 0.6, 3.2], [-0.7, 0.9, -0.2], [-1.4, -0.9, 0.2], [1.2, -1.0, -2.8], [-0.1, 0.4, 0.3], [-0.3, 0.1, 0.1], [-0.1, 0.3, -0.4], [-0.7, -0.5, -0.1], [0.2, -0.1, -0.4], [-0.1, 0.2, -0.1], [1.3, -1.1, 2.5], [-1.8, 0.7, 0.4], [1.8, -0.3, -2.0], [-1.0, 1.1, -1.6], [-0.5, -0.7, 2.5], [-1.1, 0.5, -1.7], [0.3, -0.2, -0.4], [0.4, 0.0, 0.2], [0.1, 0.2, 0.1], [-0.2, 0.0, 0.3], [0.6, 0.0, -0.3], [-0.3, 0.7, 0.5], [-0.3, 0.8, 0.3], [1.7, -0.4, -1.5], [-0.7, -0.8, 0.7], [-0.5, -0.3, -0.6], [0.7, -0.2, 0.6], [0.2, 0.3, 0.1], [-0.3, 1.1, -0.6], [0.1, -0.5, 0.2], [0.0, -0.3, -0.1], [-0.4, -0.6, 0.1]],
  "lowdin_charge": [0.0164, -0.1396, -0.0955, -0.1365, -0.1704, 0.1535, 0.0992, 0.0860, 0.0864, 0.0825, 0.0363, -0.1209, -0.1465, -0.1275, -0.2097, 0.1224, 0.1165, 0.0891, 0.0939, 0.1096, 0.0014, -0.1744, -0.0917, -0.1124, -0.1324, 0.1490, 0.1005, 0.0914, 0.0858, 0.0889, -0.0031, -0.1355, -0.1085, -0.1232, -0.1414, 0.1362, 0.0976, 0.0930, 0.1018, 0.1046, 0.0249, -0.1088, -0.1058, -0.1507, -0.1678, 0.1493, 0.0849, 0.0888, 0.1010, 0.1066, 0.0133, -0.1738, -0.1125, -0.1087, -0.1042, 0.1108, 0.1110, 0.0691, 0.0777, 0.0835, 0.0215, -0.1018, -0.0896, -0.1275, -0.1814, 0.0592, 0.0635, 0.0755, 0.0842, 0.0896, 0.0453, -0.1356, -0.1424, -0.1265, -0.1200, 0.0966, 0.0906, 0.0912, 0.0861, 0.0880, 0.0265, -0.0867, -0.0427, -0.0538, -0.0214, -0.1915, 0.0713, 0.0729, 0.0699, 0.0763, 0.0956, -0.0503, -0.2366, -0.1871, -0.2163, -0.1647, -0.2704, 0.0513, 0.0713, 0.0530, 0.0580, 0.0474],
  "total_energy_ev": -59260.0054,
  "charge": -1,
  "spin_multiplicity": 2,
  "gap_ev": [2.10, 6.62],
  "fmax_ev_per_a": 3.8
}



Question: Which of these has the lowest charge?
Answer: C8H12NO3P



Question: The lowest charge belongs to which entry?
Answer: C8H12NO3P



Question: The highest charge belongs to which entry?
Answer: C5H13N2



Question: Among the records above, which one has the lowest charge?
Answer: C8H12NO3P